P | 74
Properties=species:S:1:pos:R:3:lowdin_charge:R:1 method="wB97M-V/def2-TZVPD" homo_lumo_gap_ev=7.88 charge=+1 lumo_energy_ev=-3.53 e_homo_ha=-0.4196
Ta 0.01 -0.55 0.91 1.754
O 4.49 -2.12 1.82 0.171
C 3.29 -1.56 1.72 -0.440
O 2.37 -2.02 1.09 0.081
C 3.17 -0.22 2.37 -0.167
C 4.16 0.37 3.13 0.045
C 3.89 1.60 3.72 0.008
C 2.65 2.17 3.51 0.060
C 1.73 1.50 2.72 -0.175
N 1.98 0.33 2.16 0.062
C 0.36 2.05 2.45 -0.516
O -0.01 3.10 2.88 0.162
O -0.36 1.23 1.69 -0.283
H 4.46 -2.98 1.38 0.151
H 5.10 -0.14 3.27 0.131
H 4.63 2.09 4.33 0.125
H 2.35 3.12 3.94 0.137
C -2.25 5.12 -0.07 -0.062
C -2.90 4.21 0.76 -0.057
C -2.75 2.85 0.56 -0.076
C -1.96 2.38 -0.49 -0.330
C -1.30 3.29 -1.32 -0.102
C -1.46 4.66 -1.11 -0.062
P -1.74 0.60 -0.67 1.020
C -1.92 0.18 -2.43 -0.321
C -1.08 0.72 -3.41 -0.117
C -1.22 0.34 -4.74 -0.070
C -2.20 -0.58 -5.10 -0.062
C -3.02 -1.13 -4.13 -0.054
C -2.88 -0.76 -2.80 -0.088
C -2.96 -0.22 0.30 -0.411
C -4.35 -0.24 0.29 -0.068
C -4.98 -1.02 1.24 -0.051
C -4.23 -1.74 2.17 -0.042
C -2.85 -1.69 2.17 -0.060
C -2.17 -0.92 1.21 -0.250
H -2.37 6.18 0.09 0.111
H -3.52 4.57 1.57 0.114
H -3.25 2.16 1.22 0.110
H -0.69 2.95 -2.13 0.066
H -0.95 5.36 -1.76 0.110
H -0.30 1.42 -3.14 0.066
H -0.58 0.78 -5.49 0.110
H -2.31 -0.87 -6.14 0.112
H -3.77 -1.86 -4.40 0.116
H -3.51 -1.22 -2.06 0.099
H -4.92 0.33 -0.43 0.123
H -6.06 -1.07 1.28 0.113
H -4.74 -2.34 2.91 0.114
H -2.33 -2.27 2.92 0.097
S 1.38 1.21 -0.68 0.756
C 2.62 0.33 -1.50 -0.628
N 2.30 -0.52 -2.50 0.081
C 3.18 -1.25 -3.20 -0.017
C 4.52 -1.13 -2.95 -0.021
C 4.92 -0.23 -1.95 -0.017
C 3.99 0.48 -1.24 -0.064
H 1.31 -0.67 -2.68 0.102
H 2.76 -1.92 -3.93 0.147
H 5.24 -1.70 -3.52 0.121
H 5.98 -0.10 -1.74 0.125
H 4.28 1.18 -0.46 0.115
O 0.60 -3.98 -1.41 -0.231
Cl -0.13 -2.78 -1.59 0.753
O -0.04 -2.28 -2.93 -0.290
O -1.46 -2.85 -1.13 -0.255
O 0.58 -1.69 -0.75 -0.579
F 1.57 -3.30 4.22 0.168
C 0.26 -3.33 3.92 -0.546
F -0.43 -3.00 5.01 0.188
F -0.07 -4.55 3.54 0.196
C 0.01 -2.31 2.80 -0.547
O -0.03 -2.65 1.60 -0.047
O -0.07 -1.09 3.09 -0.017

Q | 74
Properties=species:S:1:pos:R:3:lowdin_charge:R:1 method="wB97M-V/def2-TZVPD" homo_lumo_gap_ev=7.63 charge=+1 lumo_energy_ev=-3.71 e_homo_ha=-0.4165
Ta 0.00 0.39 0.24 1.715
O -3.57 -3.18 -0.40 0.140
C -2.62 -2.24 -0.23 -0.438
O -2.11 -1.63 -1.12 0.096
C -2.20 -2.15 1.21 -0.128
C -2.73 -3.04 2.13 0.042
C -2.34 -2.96 3.46 0.013
C -1.46 -1.97 3.82 0.052
C -0.97 -1.12 2.84 -0.159
N -1.30 -1.21 1.55 0.105
C -0.05 -0.01 3.24 -0.519
O 0.15 0.27 4.39 0.142
O 0.41 0.68 2.21 -0.246
H -3.76 -3.22 -1.35 0.150
H -3.44 -3.78 1.80 0.130
H -2.74 -3.65 4.19 0.128
H -1.13 -1.81 4.84 0.137
C 3.74 4.12 -3.32 -0.064
C 3.86 2.74 -3.44 -0.060
C 2.78 1.92 -3.14 -0.065
C 1.58 2.48 -2.73 -0.380
C 1.46 3.87 -2.59 -0.155
C 2.54 4.68 -2.89 -0.063
P 0.21 1.41 -2.28 1.011
C -1.23 1.87 -3.26 -0.319
C -1.22 2.97 -4.12 -0.069
C -2.35 3.27 -4.87 -0.062
C -3.48 2.48 -4.77 -0.063
C -3.49 1.37 -3.93 -0.058
C -2.37 1.07 -3.17 -0.088
C 0.60 -0.28 -2.65 -0.401
C 0.89 -0.90 -3.86 -0.060
C 1.07 -2.27 -3.85 -0.052
C 0.93 -2.99 -2.66 -0.049
C 0.62 -2.37 -1.47 -0.100
C 0.44 -0.97 -1.44 -0.298
H 4.58 4.76 -3.55 0.110
H 4.80 2.31 -3.76 0.111
H 2.89 0.85 -3.22 0.103
H 0.54 4.31 -2.24 0.101
H 2.45 5.76 -2.79 0.111
H -0.34 3.58 -4.23 0.093
H -2.34 4.12 -5.54 0.111
H -4.36 2.71 -5.36 0.111
H -4.37 0.75 -3.86 0.111
H -2.38 0.20 -2.53 0.078
H 0.97 -0.33 -4.78 0.121
H 1.31 -2.79 -4.77 0.111
H 1.07 -4.07 -2.67 0.112
H 0.52 -2.96 -0.57 0.105
S 0.70 2.79 0.35 0.761
C 0.94 3.24 2.03 -0.587
N -0.09 3.24 2.88 0.088
C 0.00 3.57 4.18 -0.020
C 1.21 3.96 4.69 -0.016
C 2.31 4.00 3.84 -0.005
C 2.18 3.63 2.51 -0.040
H -0.99 2.93 2.50 0.088
H -0.90 3.50 4.76 0.148
H 1.29 4.22 5.74 0.122
H 3.28 4.30 4.22 0.126
H 3.03 3.63 1.83 0.122
O -2.43 2.18 1.88 -0.329
Cl -2.82 2.05 0.48 0.753
O -1.99 0.89 -0.10 -0.540
O -4.18 1.65 0.36 -0.230
O -2.49 3.21 -0.28 -0.271
F 4.04 -2.18 0.00 0.178
C 3.73 -1.37 1.02 -0.551
F 4.65 -0.41 1.09 0.185
F 3.74 -2.07 2.15 0.182
C 2.33 -0.79 0.77 -0.509
O 2.22 0.32 0.18 -0.099
O 1.31 -1.42 1.10 -0.013

Stability comparison, relative energies in kcal/mol: P 0.0; Q 4.4

P | 16
Properties=species:S:1:pos:R:3:nbo_charge:R:1 method="wB97M-V/def2-TZVPD" homo_lumo_gap_ev=8.72 charge=0 lumo_energy_ev=0.27 e_homo_ha=-0.3107
C -0.97 1.95 -0.95 -0.660
C -0.95 0.63 -0.15 -0.079
C 1.56 0.59 0.44 -0.230
H -0.20 2.95 -0.29 0.269
H -2.16 2.26 -1.27 0.271
H -0.43 1.49 -2.36 0.205
H 1.90 1.71 0.63 0.213
H 2.01 -1.24 -1.86 0.372
H 0.56 -1.21 -1.08 0.357
H -1.93 -2.47 -0.43 0.391
H -1.14 -1.72 1.07 0.375
N 2.17 -0.22 -0.43 -0.200
N 1.57 -1.32 -0.84 -0.605
N -1.68 -0.50 -0.52 -0.244
N -1.78 -1.63 0.26 -0.637
S 0.10 0.31 1.26 0.202

Q | 16
Properties=species:S:1:pos:R:3:nbo_charge:R:1 method="wB97M-V/def2-TZVPD" homo_lumo_gap_ev=8.38 charge=0 lumo_energy_ev=0.22 e_homo_ha=-0.2999
C -1.06 1.36 -0.19 -0.413
C 0.40 -0.62 -0.02 0.619
C 2.62 -0.10 -0.17 -0.119
H -0.73 2.29 -0.68 0.208
H -1.84 1.57 0.55 0.194
H -1.48 0.75 -0.95 0.199
H 0.80 1.29 0.66 0.405
H -0.37 -2.42 -0.32 0.404
H -1.69 -0.91 1.35 0.358
H -2.42 -0.73 -0.13 0.349
H 2.31 0.86 -0.61 0.143
N 0.06 0.68 0.43 -0.632
N -0.63 -1.44 -0.33 -0.439
N -1.79 -1.28 0.40 -0.653
N 1.62 -1.02 -0.16 -0.574
S 4.20 -0.30 0.17 -0.047

R | 16
Properties=species:S:1:pos:R:3:nbo_charge:R:1 method="wB97M-V/def2-TZVPD" homo_lumo_gap_ev=8.72 charge=0 lumo_energy_ev=0.78 e_homo_ha=-0.2918
C 0.99 0.45 1.32 -0.697
C 0.10 -0.68 0.71 0.001
C -1.96 0.55 -0.38 -0.144
H 1.35 -0.05 2.47 0.271
H 2.16 0.33 0.68 0.200
H 0.38 1.38 1.09 0.254
H -2.94 0.96 -0.20 0.173
H -0.69 1.69 -2.78 0.385
H -2.41 1.59 -2.39 0.357
H 2.15 -2.97 0.51 0.367
H 2.49 -1.31 -0.04 0.352
N -1.08 0.94 -1.19 -0.257
N -1.49 1.68 -2.17 -0.621
N 0.56 -1.92 0.67 -0.235
N 1.99 -2.02 0.71 -0.673
S -1.59 -0.62 1.00 0.267

Stability comparison, relative energies in kcal/mol: P 138.4; Q 0.0; R 84.1

P | 8
Properties=species:S:1:pos:R:3:nbo_charge:R:1 method="wB97M-V/def2-TZVPD" homo_lumo_gap_ev=9.22 charge=0 smiles=C#N.OSS lumo_energy_ev=0.52 e_homo_ha=-0.3197
C 2.97 0.01 -0.25 0.134
N 2.23 0.71 0.22 -0.365
O -0.33 -0.05 0.42 -0.893
S -1.57 -0.40 -0.62 0.400
S -3.44 0.30 -0.06 -0.160
H 3.68 -0.71 -0.72 0.255
H 0.40 0.58 0.11 0.516
H -3.94 -0.44 0.91 0.112

Q | 8
Properties=species:S:1:pos:R:3:nbo_charge:R:1 method="wB97M-V/def2-TZVPD" homo_lumo_gap_ev="6.20 / 8.38" charge=0 lumo_energy_ev="-1.21 / -0.34" e_homo_ha="-0.2725 / -0.3208"
C -0.43 0.52 0.56 0.039
N -1.52 -0.03 0.94 -0.787
O 2.14 -0.41 -1.32 -0.801
S 0.72 1.53 0.90 0.094
S 0.68 -1.17 -1.63 0.180
H -1.48 -0.30 1.85 0.385
H -2.13 -0.59 0.34 0.415
H 2.03 0.45 -1.64 0.476

Stability comparison, relative energies in kcal/mol: P 0.0; Q 39.5

P | 35
Properties=species:S:1:pos:R:3:nbo_charge:R:1 method="wB97M-V/def2-TZVPD" homo_lumo_gap_ev=8.51 charge=0 smiles="C=C[C@@H](C)P(O)N(C(C)C)C(C)C" lumo_energy_ev=0.79 e_homo_ha=-0.2836
C 0.29 3.12 -3.18 -0.411
C 0.10 2.94 -1.87 -0.180
C 0.92 2.42 0.46 -0.627
C -2.03 -1.87 0.87 -0.630
C -1.00 -0.40 2.60 -0.623
C 0.37 -2.58 -1.00 -0.635
C 2.18 -1.68 0.48 -0.615
C 0.67 1.87 -0.96 -0.539
C -0.76 -1.21 1.36 -0.033
C 0.96 -1.36 -0.36 -0.028
N 0.02 -0.52 0.32 -0.799
O -1.73 1.54 0.11 -0.989
P -0.74 0.54 -0.81 1.225
H -0.32 3.99 -3.51 0.202
H 0.73 2.43 -3.92 0.210
H -0.39 3.66 -1.24 0.197
H 1.79 3.13 0.34 0.213
H 1.07 1.59 1.22 0.230
H 0.02 2.93 0.69 0.214
H -2.53 -2.26 1.78 0.214
H -2.72 -1.15 0.48 0.190
H -1.92 -2.58 0.04 0.220
H -1.44 0.56 2.27 0.228
H -0.10 -0.19 3.00 0.209
H -1.47 -0.92 3.39 0.210
H 0.05 -3.22 -0.21 0.200
H -0.45 -2.32 -1.74 0.222
H 1.18 -3.13 -1.52 0.210
H 1.79 -1.90 1.46 0.202
H 2.62 -0.72 0.40 0.220
H 2.63 -2.53 0.04 0.209
H 1.57 1.38 -1.33 0.218
H -0.15 -2.10 1.62 0.185
H 1.40 -0.72 -1.15 0.189
H -2.61 1.25 -0.14 0.493

Q | 35
Properties=species:S:1:pos:R:3:nbo_charge:R:1 method="wB97M-V/def2-TZVPD" homo_lumo_gap_ev="7.55 / 6.81" charge=0 lumo_energy_ev="0.88 / 0.33" e_homo_ha="-0.2452 / -0.2381"
C -3.87 3.06 -0.57 -0.402
C -2.80 2.32 -0.43 -0.363
C -2.95 -2.48 0.71 -0.712
C 1.87 -0.63 -2.19 -0.623
C 1.89 1.76 -1.42 -0.618
C 2.23 -1.62 1.33 -0.613
C 1.30 0.74 2.39 -0.632
C -1.58 -2.68 0.30 0.225
C 1.19 0.43 -1.33 -0.037
C 1.92 -0.09 1.17 -0.021
N 0.90 -0.03 0.03 -0.805
O -0.78 -1.74 0.24 -0.630
P -0.70 -0.10 0.43 0.737
H -4.76 2.51 -0.28 0.195
H -3.79 3.97 -1.07 0.195
H -2.90 1.29 -0.07 0.195
H -3.27 -3.44 1.11 0.232
H -2.83 -1.56 1.37 0.229
H -3.67 -2.24 -0.11 0.230
H 1.46 -0.59 -3.18 0.214
H 2.92 -0.35 -2.28 0.198
H 1.92 -1.59 -1.85 0.216
H 2.91 1.72 -1.06 0.202
H 1.42 2.61 -0.94 0.214
H 1.86 2.03 -2.54 0.209
H 2.39 -2.06 0.39 0.209
H 3.08 -1.83 1.99 0.200
H 1.43 -2.19 1.75 0.204
H 1.16 1.77 1.97 0.212
H 1.95 0.76 3.26 0.211
H 0.36 0.21 2.51 0.220
H -1.90 2.67 -0.74 0.175
H -1.31 -3.60 -0.18 0.148
H 0.12 0.65 -1.66 0.203
H 2.85 0.32 0.97 0.187

Stability comparison, relative energies in kcal/mol: P 0.0; Q 80.4